This record from the OMol25 dataset describes a structure of composition C33H44AuN2O3PS2Te at a distorted geometry. The level of theory is ωB97M-V/def2-TZVPD.

Each line ends with the Löwdin charge.
Geometry (Å):
Au: 2.46562 0.97048 -1.19273  0.601
Te: 1.57260 0.22300 2.41277  1.185
S: 1.95278 -1.06997 -0.31530  0.484
S: -0.22672 0.99312 1.03263  0.526
P: 2.39901 4.10406 -0.97919  0.850
O: 3.20838 5.37080 -1.53004  -0.314
O: 1.02888 4.25318 -1.81350  -0.336
O: 3.01871 2.86253 -1.95131  -0.550
N: -0.24217 -2.10638 -1.45069  -0.036
N: -1.98627 -0.91705 0.36928  -0.033
C: -1.03952 0.84675 4.42295  -0.085
C: 0.64774 -4.84993 -0.55867  -0.036
C: 5.60788 5.63686 -1.18465  -0.072
C: -3.07043 -0.15806 1.01038  -0.094
C: 0.23886 -3.25811 4.56416  0.001
C: 0.21034 -1.22965 -0.55783  -0.561
C: 3.19394 3.04538 -3.41208  -0.250
C: -2.37754 -2.14808 -0.31359  -0.063
C: 0.26105 6.36103 -2.74712  -0.066
C: -0.34213 -6.68625 -2.38753  -0.051
C: -6.12898 0.70666 -1.05841  -0.050
C: -1.59358 -3.76883 6.21401  -0.031
C: 0.19567 5.42002 -1.57030  -0.275
C: 0.36296 -4.44474 -1.86056  -0.229
C: -1.68715 -2.21536 -1.65124  -0.063
C: -5.30766 0.13596 -0.09367  -0.034
C: 0.50644 -1.06857 3.65530  -0.472
C: 4.61586 2.72402 -3.78094  -0.057
C: -4.26252 1.96694 -1.89781  -0.059
C: 2.13985 -2.91896 2.98071  -0.086
C: 0.94229 -2.40199 3.72979  -0.313
C: -5.60703 1.61898 -1.96022  -0.055
C: -0.13433 -5.36720 -2.77103  -0.035
C: -0.57322 -0.58381 4.40833  -0.309
C: -3.96461 0.48051 -0.02544  -0.222
C: -0.85666 -2.82772 5.30796  -0.240
C: -0.71491 -0.50267 0.24885  -0.555
C: -1.23980 -1.49399 5.21851  -0.004
C: -0.06039 -7.08310 -1.09030  -0.055
C: 4.22745 6.00521 -0.70382  -0.267
C: -3.44550 1.40203 -0.93323  -0.042
C: 0.58744 -3.01070 -2.26779  -0.093
C: 0.43581 -6.16293 -0.17396  -0.056
H: 5.79645 4.56913 -1.06456  0.075
H: 0.29759 -2.85446 -3.30841  0.147
H: 0.51626 5.91434 -0.64851  0.109
H: -2.39924 1.68836 -0.88777  0.095
H: 5.30931 3.41130 -3.30030  0.071
H: -0.22071 -8.11029 -0.79212  0.117
H: 1.27288 6.73865 -2.88636  0.075
H: 4.73561 2.81654 -4.86087  0.095
H: -0.35061 -5.06142 -3.78843  0.121
H: -0.81206 5.03818 -1.41226  0.113
H: 2.01081 -2.84417 1.89959  0.019
H: -2.62118 0.57020 1.68225  0.083
H: -3.63589 -0.87031 1.61287  0.145
H: 5.73811 5.90530 -2.23273  0.085
H: -0.05405 5.85525 -3.65948  0.084
H: -2.00080 0.94822 3.91515  0.075
H: 4.87728 1.70302 -3.49957  0.079
H: 0.56243 -4.28866 4.64805  0.123
H: 2.92167 4.07312 -3.63740  0.111
H: -0.34508 1.54290 3.95305  0.015
H: -2.07072 -1.14036 5.81932  0.134
H: -3.85702 2.68479 -2.59847  0.112
H: -0.72258 -7.40202 -3.10346  0.117
H: 6.35374 6.17816 -0.60213  0.089
H: 1.05118 -4.13741 0.15386  0.095
H: 2.47695 2.38210 -3.89176  0.114
H: -5.72054 -0.57449 0.61351  0.121
H: -1.19797 -4.77996 6.14809  0.082
H: -3.45758 -2.13225 -0.44605  0.145
H: 4.07247 5.71123 0.33710  0.103
H: 0.66716 -6.47717 0.83528  0.112
H: 3.05254 -2.37617 3.24198  0.082
H: 2.31369 -3.96495 3.22419  0.087
H: -1.88818 -3.17082 -2.13113  0.144
H: -1.17982 1.17718 5.45146  0.096
H: 1.62645 -2.71103 -2.15869  0.085
H: -0.40363 7.20901 -2.57900  0.088
H: -7.17532 0.43673 -1.10264  0.118
H: -2.01954 -1.40519 -2.30648  0.158
H: -2.65453 -3.79607 5.96298  0.090
H: -2.10417 -3.00768 0.30580  0.158
H: -6.24594 2.06333 -2.71127  0.117
H: 4.04066 7.07343 -0.78818  0.123
H: -1.51452 -3.43901 7.25077  0.096

## Properties
Orbital gap (spin up / spin down) (eV): 4.342 / 4.642
Maximum force (eV Å⁻¹): 3.98
Net charge: +2
Energy relative to the best compared isomer or geometry (same formula, charge and spin) (kJ/mol): 133.7


This record from the OMol25 dataset describes a cluster of 11 separate species, C4H26O14 in total at a distorted geometry. The level of theory is ωB97M-V/def2-TZVPD.

Each line ends with the Löwdin charge.
Geometry (Å):
O: -2.07236 -2.99742 -0.50978  -0.002
O: 0.74774 -2.60111 -2.69758  -0.162
O: -1.51428 0.82147 2.84744  0.052
O: -1.25531 1.88104 -0.49199  -0.096
O: 0.83418 3.22627 -3.11471  -0.070
O: -1.49057 -1.92548 -3.93431  -0.021
O: 0.10724 -2.82308 1.48503  0.120
O: -3.55360 -0.53021 -0.89492  -0.016
O: 3.22723 3.56563 -0.32393  -0.042
O: -2.15776 3.10158 1.66977  -0.066
O: 0.81997 0.31673 -1.84370  -0.094
O: 2.94904 1.37923 1.04311  -0.041
O: 1.57363 -1.55332 0.29632  0.121
O: 0.32399 1.30312 1.87640  0.032
C: -0.27128 0.49084 2.58575  -0.530
C: 1.00780 -2.04595 1.40974  -0.521
C: 1.46472 -1.28863 2.63443  -0.058
C: 0.22477 -0.69894 3.31699  -0.074
H: 0.54712 -0.50145 -2.51794  0.113
H: 2.21351 -0.58342 2.38113  0.086
H: 0.45203 -0.43075 4.38277  0.155
H: -1.38544 3.63361 1.88088  0.070
H: -3.54383 -0.30715 0.01328  0.019
H: 0.79151 2.26009 -3.18941  0.008
H: 1.89512 -2.18926 3.21766  0.170
H: -2.38939 -3.76161 -0.12559  0.016
H: 2.64277 0.54253 0.78397  -0.015
H: 0.36032 3.31938 -2.26985  0.016
H: -1.44843 -2.77297 0.16995  0.007
H: -0.28376 1.80595 -0.10890  0.105
H: 1.39466 -2.19824 -0.40181  0.105
H: -0.08288 -2.47486 -3.43433  0.086
H: -1.76945 -1.35493 -3.16027  0.097
H: 2.36424 1.48969 1.83298  0.062
H: -1.80646 1.81812 2.39213  0.131
H: -1.53422 1.19003 -1.09562  0.031
H: 1.41560 -3.06540 -3.22606  0.037
H: 3.33148 2.78336 0.13350  -0.080
H: 1.62631 -0.12294 -1.65118  -0.006
H: -2.18535 2.68203 0.70269  0.098
H: -2.15289 -2.58628 -4.02484  0.059
H: 2.33171 3.77100 -0.61170  0.022
H: -0.67237 -1.24119 3.52859  0.121
H: -3.07706 -1.32712 -0.95611  -0.044

## Properties
Orbital gap (eV): 9.998
Maximum force (eV Å⁻¹): 5.01
SMILES: O=C(O)CCC(=O)O.O.O.O.O.O.O.O.O.O.O
Net charge: 0


This record from the OMol25 dataset describes a structure of composition C11H29N3PmS2 at a distorted geometry. The level of theory is ωB97M-V/def2-TZVPD.

Each line ends with the Löwdin spin population.
Geometry (Å):
Pm: -0.09989 0.01052 0.01461  4.043
S: 0.16281 -2.10904 -1.46817  -0.011
S: 1.54469 1.34637 1.52760  -0.010
N: -2.24834 0.44367 0.61450  -0.011
N: 0.97339 1.08859 -1.71954  -0.009
N: 0.53910 -1.58649 1.73029  -0.007
C: -1.83944 -1.14947 2.57639  0.001
C: -0.86457 -2.11973 1.90584  0.000
C: -4.06934 3.32709 -2.15945  0.000
C: -4.66225 2.64751 -1.12804  0.000
C: 2.06462 1.92668 -1.21941  0.001
C: 1.34552 0.13732 -2.76850  0.000
C: 0.35529 -0.99781 -2.93281  0.000
C: 3.15988 0.56581 1.65330  0.000
C: -2.04461 0.29103 2.10292  0.000
C: 1.78249 2.53910 0.13787  0.002
C: 1.77911 -2.88358 -1.35338  0.000
H: 2.26768 2.72785 -1.94565  0.000
H: -0.75455 -3.03612 2.49963  0.000
H: 2.62533 3.16756 0.44793  0.000
H: 2.33323 -0.25450 -2.50974  0.000
H: -2.47245 1.40300 0.37740  0.000
H: -3.57182 4.27854 -1.98753  0.000
H: 0.67071 -1.65523 -3.75040  0.000
H: 2.61620 -2.17371 -1.25368  0.000
H: -1.23124 -2.40983 0.91331  0.000
H: -0.65637 -0.63551 -3.15839  0.000
H: 1.90579 -3.50005 -2.25471  0.000
H: 0.87794 3.16333 0.13065  0.000
H: -4.09118 2.93271 -3.17294  0.000
H: 0.88085 -1.18741 2.55995  0.000
H: 3.51406 0.09945 0.72016  0.000
H: -1.57844 -1.07173 3.64476  0.000
H: 1.15790 -2.29387 1.36003  0.001
H: 3.85973 1.34507 1.98294  0.000
H: -4.65490 3.05234 -0.11946  0.000
H: -2.92460 0.73598 2.58471  0.000
H: 2.95681 1.29567 -1.17216  0.000
H: 0.20254 1.69754 -2.06619  0.000
H: 3.07764 -0.20376 2.43475  0.000
H: 1.44520 0.67370 -3.72397  0.000
H: -5.17426 1.70510 -1.30639  0.000
H: -2.91897 -0.19859 0.26145  0.000
H: -2.81331 -1.66542 2.54279  0.000
H: 1.75187 -3.53791 -0.46798  0.000
H: -1.17824 0.91393 2.36371  0.000

## Properties
Orbital gap (spin up / spin down) (eV): 7.460 / 7.697
Maximum force (eV Å⁻¹): 2.17
Spin multiplicity: 5
Net charge: +3
Expectation value of S²: 6.005


This record from the OMol25 dataset describes the molecule C4H4O2 at a distorted geometry. The level of theory is ωB97M-V/def2-TZVPD.

Each line ends with the Löwdin charge.
Geometry (Å):
O: -0.65201 -1.66296 3.12424  0.150
O: -1.68027 0.27028 2.07025  0.120
C: -0.67867 -0.03548 -0.30570  -0.255
C: -1.09149 -0.92266 2.30166  -0.487
C: -1.21281 -0.60896 0.93781  0.009
C: 0.67463 0.06030 0.22934  0.047
H: -0.77167 -0.70960 -1.24014  0.148
H: 1.34026 -0.68832 0.00555  0.039
H: 1.05731 0.90360 0.87650  0.111
H: -0.99311 0.95230 -0.62428  0.118

## Properties
Orbital gap (spin up / spin down) (eV): 8.449 / 8.523
Maximum force (eV Å⁻¹): 3.11
Net charge: 0
Energy relative to the best compared isomer or geometry (same formula, charge and spin) (kJ/mol): 429.2


This record from the OMol25 dataset describes a cluster of 2 separate species, C6H12N in total at a distorted geometry. The level of theory is ωB97M-V/def2-TZVPD.

Each line ends with the Löwdin charge.
Geometry (Å):
N: 3.31933 -0.52775 -1.61088  0.066
C: -2.00848 0.87679 0.88599  -0.245
C: 3.52494 -1.44760 -0.72909  -0.042
C: -0.14124 0.88311 -0.81899  -0.031
C: -1.41172 -0.18754 1.86124  -0.062
C: 0.59436 -0.17655 -0.76279  0.224
C: -1.66174 0.71322 -0.57563  -0.147
H: -3.08749 0.98928 1.07857  0.128
H: -0.46568 -0.41988 1.34639  0.040
H: 3.66072 -1.17812 0.34485  0.105
H: -2.05238 -1.05606 1.80260  0.081
H: 2.27154 -0.32903 -1.41201  -0.002
H: -1.23108 0.28209 2.82195  0.086
H: 0.09859 1.94478 -0.82355  0.165
H: -1.93179 -0.30357 -0.87215  0.130
H: 0.53172 -0.87250 -1.62532  0.147
H: 3.74080 -2.49784 -0.96419  0.097
H: -2.13014 1.44535 -1.21391  0.132
H: -1.62026 1.86180 1.26691  0.126

## Properties
Orbital gap (eV): 5.901
Maximum force (eV Å⁻¹): 3.69
Net charge: +1
Energy relative to the best compared isomer or geometry (same formula, charge and spin) (kJ/mol): 802.0


Q: Number 4 is which compound?
A: C4H4O2